# 1
ORCA calculation (wB97M-V/def2-TZVPD) on a single C5H8N2 molecule at a distorted geometry.

XYZ file:
```
15
Properties=species:S:1:pos:R:3:forces:R:3:nbo_charge:R:1
C -1.951220 0.150673 0.057261 0.01 0.02 -0.01 -0.62
C -0.576423 -0.342603 -0.316899 -0.19 -0.04 -0.13 -0.03
C 0.529104 0.592875 -0.694350 0.17 0.13 -0.19 -0.21
C 0.443064 2.031597 -0.537570 0.08 0.94 0.28 0.28
N 0.455746 3.166384 -0.315428 -0.15 -0.96 -0.37 -0.31
N 0.537046 -0.119558 0.568278 -0.04 -0.05 0.14 -0.37
C 1.539918 -1.148258 0.756327 0.11 -0.18 0.02 -0.41
H -1.900912 1.126863 0.550004 0.06 -0.18 -0.07 0.23
H -2.553233 0.254152 -0.852194 0.04 -0.01 0.15 0.22
H -2.459940 -0.548826 0.727494 0.11 0.05 -0.08 0.22
H -0.544230 -1.270975 -0.899438 -0.04 0.17 0.16 0.19
H 1.172752 0.268566 -1.512215 0.03 0.02 0.22 0.23
H 1.683707 -1.792414 -0.125438 -0.06 0.09 0.03 0.17
H 1.243003 -1.773423 1.601568 0.02 0.02 -0.10 0.21
H 2.496480 -0.678852 1.005741 -0.16 -0.04 -0.06 0.21
```
Positions in Å, forces in eV/Å.

Spin multiplicity ... 1
DFT total energy ... -304.7763 Eh
HOMO-LUMO gap ... 10.8 eV

***

# 2
ORCA calculation (wB97M-V/def2-TZVPD) on a single C6H10 molecule.

XYZ file:
```
16
Properties=species:S:1:pos:R:3:forces:R:3:nbo_charge:R:1
C 0.665013 0.856144 0.823736 -0.05 0.05 -0.03 -0.49
C 0.159982 -0.474738 1.341390 -0.13 -0.17 -0.04 -0.19
C -0.865471 -1.159661 0.832682 0.16 0.08 0.10 -0.17
C -1.789104 -0.697531 -0.257262 0.01 0.07 -0.02 -0.65
C 1.175136 0.886499 -1.643134 0.06 0.00 0.12 -0.41
C 1.502389 0.566600 -0.395481 -0.02 0.01 -0.20 -0.15
H -0.154235 1.538007 0.567224 0.10 -0.15 0.01 0.21
H 1.263337 1.356216 1.595693 -0.08 -0.12 -0.13 0.22
H 0.760614 -0.942876 2.120297 -0.11 0.04 -0.09 0.20
H -1.049943 -2.161181 1.220731 -0.05 0.18 0.04 0.20
H -2.827245 -0.685416 0.095351 0.13 -0.03 -0.05 0.22
H -1.539921 0.304665 -0.613086 -0.05 -0.15 0.06 0.21
H -1.748897 -1.373551 -1.120004 0.01 0.07 0.14 0.22
H 0.286889 1.474043 -1.868356 0.12 -0.08 0.05 0.19
H 1.773863 0.556318 -2.486922 -0.03 0.11 0.11 0.20
H 2.387590 -0.043538 -0.212858 -0.08 0.10 -0.07 0.20
```
Positions in Å, forces in eV/Å.

Spin multiplicity ... 1
DFT total energy ... -234.5656 Eh
HOMO-LUMO gap ... 10.3 eV

***

# 3
ORCA calculation (wB97M-V/def2-TZVPD) on a single C14H11FN2O2S2 molecule at a distorted geometry.

XYZ file:
```
32
Properties=species:S:1:pos:R:3:forces:R:3:nbo_charge:R:1
O -2.382446 -4.006205 0.313850 1.68 1.85 0.86 -0.92
O -0.215224 -3.332070 -0.628992 -0.73 0.94 1.98 -0.90
F -0.872069 -4.187129 5.320810 0.62 0.92 -0.67 -0.31
N -1.279179 0.110156 -1.311243 1.17 -0.66 1.43 -0.48
S 0.375912 -0.424282 0.861601 -0.29 -0.06 -0.35 0.33
C -1.009896 -0.637614 -0.289727 -0.04 3.08 -2.20 0.31
C 0.397737 -2.278870 4.474989 -0.34 0.17 0.10 -0.23
C -0.942853 2.445985 -1.755744 0.10 -0.86 0.01 -0.21
C 0.859632 0.907785 -2.206181 -0.81 -0.46 0.80 -0.23
C 0.672537 -1.373015 3.432527 -0.48 -0.99 -0.15 -0.21
C -0.199036 3.502074 -2.215400 1.69 -0.91 0.10 -0.21
C 1.632164 1.978906 -2.590375 0.12 0.70 -0.52 -0.22
C -1.036669 -3.566693 3.046809 -0.35 -0.93 0.07 -0.22
C -0.494217 -3.352529 4.313309 0.15 0.60 -1.02 0.40
C -0.442409 1.149418 -1.708487 1.47 0.27 -0.69 0.10
C 0.120643 -1.617186 2.170266 -0.35 0.37 -0.28 -0.14
C 1.150914 3.291717 -2.599236 -1.17 -0.17 -0.09 -0.01
C -0.686914 -2.734947 1.981935 -0.07 0.29 0.08 -0.34
N -1.978172 -1.564304 -0.127538 0.10 -2.17 2.18 -0.83
C 1.964670 4.445693 -3.106087 0.02 -0.51 -1.28 -0.63
S -1.282762 -3.021018 0.326899 -1.85 -4.05 -2.58 2.24
H 0.819600 -2.068803 5.442062 0.10 -0.11 0.26 0.24
H -1.954892 2.528235 -1.448496 -0.81 0.47 0.22 0.21
H 1.258680 -0.114774 -2.269734 -0.29 0.48 0.09 0.23
H 1.304671 -0.500869 3.575587 -0.12 -0.20 0.19 0.24
H -0.636080 4.465618 -2.221413 -0.24 0.92 -0.16 0.21
H 2.614453 1.785042 -2.997605 0.19 0.04 0.08 0.21
H -1.712783 -4.427109 2.916985 0.33 0.58 -0.17 0.27
H -2.552876 -1.626798 -0.971513 0.03 -0.23 0.32 0.45
H 2.834753 4.100690 -3.713646 -0.67 0.27 0.40 0.21
H 2.341818 5.013591 -2.291398 0.42 0.65 0.74 0.22
H 1.330293 5.109304 -3.724816 0.42 -0.29 0.25 0.22
```
Positions in Å, forces in eV/Å.

Spin multiplicity ... 1
DFT total energy ... -1696.2826 Eh
HOMO-LUMO gap ... 8.1 eV